DFT (wB97M-V/def2-TZVPD) results for C6H6N4O2S2 in the gas phase in a non-equilibrium geometry.

Cartesian coordinates (Å):
C  -0.223  -2.279  2.450
C  0.205  -3.265  3.424
C  -0.070  -5.150  1.983
C  -0.029  -0.846  2.567
C  -0.502  -0.170  -1.310
C  -0.591  -0.116  1.542
N  0.181  -4.505  2.945
N  -1.678  -0.394  -0.469
N  -1.392  -0.800  0.686
N  0.754  0.110  -0.649
O  0.505  -2.948  4.531
O  -0.764  1.168  1.816
S  -0.480  -6.052  0.793
S  -1.199  -2.666  1.117
H  0.530  -0.402  3.290
H  -0.466  -1.110  -1.806
H  -0.647  0.638  -2.028
H  0.901  -0.481  0.145
H  1.127  1.032  -0.558
H  -1.533  1.551  1.305

Results
* relative energy (zero: lowest compared OMol25 entry of this formula, charge and spin): 90.3 kJ/mol
* net charge: 0
* maximum force: 5.34 eV/A
* HOMO energy (spin up / spin down): -8.02 / -8.02 eV
* orbital gap (spin up / spin down): 6.762 / 6.761 eV

---

DFT (wB97M-V/def2-TZVPD) results for a molecular structure, C10H8IrN3O6 in a non-equilibrium geometry.

Cartesian coordinates (Å):
O  1.783  -1.109  -3.419
C  0.748  -0.604  -3.201
Ir  -2.154  0.510  -1.373
C  -2.907  1.113  0.291
O  -3.397  1.452  1.284
C  -3.831  0.846  -2.287
O  -4.865  1.086  -2.752
C  -1.807  -1.393  -0.723
O  -2.289  -2.366  -0.325
C  -1.210  2.085  -1.909
O  -0.556  3.000  -2.150
H  -0.123  -0.980  -2.456
C  2.270  -2.571  1.105
N  1.665  -1.218  1.086
C  2.128  -0.281  1.951
C  1.571  0.948  1.990
C  0.525  1.219  1.084
N  0.081  0.336  0.195
C  0.625  -0.898  0.225
O  0.184  -1.808  -0.549
N  -0.124  2.416  1.143
H  1.815  -3.210  0.343
H  2.140  -2.999  2.109
H  3.352  -2.475  0.941
H  2.932  -0.620  2.606
H  1.897  1.686  2.708
H  0.233  3.149  1.725
H  -0.686  2.685  0.359

Results
* relative energy (zero: lowest compared OMol25 entry of this formula, charge and spin): 0.0 kJ/mol
* net charge: +2
* maximum force: 5.43 eV/A
* HOMO energy (spin up / spin down): -13.99 / -17.48 eV
* expectation value of S²: 6.048
* orbital gap (spin up / spin down): 5.658 / 5.185 eV
* multiplicity: 5

---

DFT (wB97M-V/def2-TZVPD) results for 3 unconnected molecules or ions with the total composition C12H15F9O6 in a non-equilibrium geometry.

Cartesian coordinates (Å):
C  -29.489  -14.326  -2.829
C  -29.243  -15.869  -2.673
O  -27.846  -16.049  -2.191
C  -27.038  -16.940  -2.837
O  -27.408  -17.695  -3.722
C  -25.571  -16.911  -2.337
F  -24.787  -16.570  -3.330
F  -25.464  -16.060  -1.310
F  -25.193  -18.130  -2.003
H  -29.427  -13.807  -1.873
H  -30.494  -14.212  -3.236
H  -28.784  -13.900  -3.543
H  -29.389  -16.252  -3.682
H  -29.955  -16.327  -1.985
C  -33.395  -13.166  -5.668
C  -34.408  -14.327  -5.417
O  -33.846  -15.460  -4.705
C  -33.697  -15.413  -3.378
O  -33.852  -14.401  -2.679
C  -33.316  -16.811  -2.702
F  -32.401  -16.513  -1.803
F  -34.392  -17.360  -2.305
F  -32.801  -17.559  -3.656
H  -32.881  -13.423  -6.594
H  -32.686  -13.091  -4.844
H  -33.769  -12.155  -5.832
H  -34.748  -14.759  -6.359
H  -35.268  -13.848  -4.950
C  -31.571  -10.258  -0.995
C  -32.437  -11.050  -1.999
O  -33.302  -10.098  -2.593
C  -33.105  -9.583  -3.853
O  -32.082  -9.695  -4.496
C  -34.369  -8.866  -4.379
F  -35.407  -9.441  -3.760
F  -34.253  -7.560  -3.999
F  -34.402  -8.856  -5.709
H  -30.663  -9.766  -1.343
H  -31.153  -11.008  -0.323
H  -32.261  -9.635  -0.427
H  -33.139  -11.738  -1.528
H  -31.817  -11.593  -2.712

Results
* net charge: +1
* maximum force: 3.50 eV/A
* HOMO energy (spin up / spin down): -13.40 / -13.40 eV
* expectation value of S²: 0.757
* orbital gap (spin up / spin down): 7.419 / 2.552 eV
* multiplicity: 2

---

DFT (wB97M-V/def2-TZVPD) results for 6 unconnected molecules or ions with the total composition C24H43N7O6 in a non-equilibrium geometry.

Cartesian coordinates (Å):
C  0.494  -1.812  -0.141
C  -0.137  -1.136  -0.950
C  -0.927  -0.248  -1.977
C  -0.245  1.181  -1.994
N  0.133  2.272  -2.062
C  -0.725  -0.895  -3.407
C  0.825  -0.772  -3.746
N  1.948  -0.565  -3.928
C  -2.407  -0.069  -1.450
C  -3.507  -0.553  -2.639
C  -4.114  -2.083  -2.399
O  -4.903  -0.708  -2.170
H  1.239  -2.540  0.293
H  -0.993  -1.983  -3.495
H  -1.221  -0.256  -4.212
H  -2.712  0.975  -1.166
H  -2.619  -0.845  -0.665
H  -3.312  -0.221  -3.746
H  -4.394  -2.361  -1.330
H  -4.969  -2.408  -3.073
C  -5.800  1.653  -0.003
O  -5.578  1.142  1.078
N  -6.288  2.907  -0.193
C  -6.527  3.447  -1.516
C  -6.579  3.731  0.966
H  -5.614  1.113  -0.946
H  -5.921  4.346  -1.651
H  -7.585  3.704  -1.612
H  -6.265  2.721  -2.286
H  -5.666  3.864  1.550
H  -7.321  3.226  1.588
H  -6.961  4.703  0.657
C  3.350  -3.300  2.028
O  2.839  -2.562  1.198
N  3.687  -2.938  3.285
C  4.294  -3.867  4.219
C  3.434  -1.575  3.714
H  3.583  -4.352  1.802
H  3.651  -3.963  5.096
H  5.270  -3.481  4.523
H  4.425  -4.849  3.763
H  2.365  -1.366  3.632
H  3.975  -0.890  3.060
H  3.757  -1.431  4.745
C  -9.544  -3.098  -3.690
O  -10.460  -3.896  -3.657
N  -9.104  -2.365  -2.634
C  -8.002  -1.431  -2.751
C  -9.759  -2.523  -1.349
H  -8.979  -2.903  -4.617
H  -7.208  -1.729  -2.064
H  -8.355  -0.430  -2.488
H  -7.608  -1.415  -3.767
H  -9.677  -3.564  -1.030
H  -10.817  -2.272  -1.452
H  -9.299  -1.874  -0.604
C  7.489  0.385  5.536
O  6.802  -0.527  5.964
N  7.481  0.836  4.258
C  8.326  1.928  3.814
C  6.597  0.206  3.300
H  8.195  0.930  6.183
H  7.695  2.734  3.435
H  8.978  1.570  3.016
H  8.938  2.307  4.634
H  5.567  0.303  3.647
H  6.844  -0.857  3.230
H  6.701  0.672  2.320
C  8.293  2.697  -0.516
O  8.588  2.365  0.618
N  7.075  2.530  -1.090
C  6.799  2.953  -2.449
C  6.014  1.909  -0.319
H  9.024  3.177  -1.187
H  5.991  3.688  -2.438
H  6.494  2.085  -3.038
H  7.683  3.400  -2.904
H  5.829  2.502  0.580
H  6.328  0.907  -0.018
H  5.101  1.844  -0.909

Results
* net charge: 0
* maximum force: 5.39 eV/A
* HOMO energy: -9.10 eV
* orbital gap: 9.386 eV

---

DFT (wB97M-V/def2-TZVPD) results for a molecular structure, C3H9BrNO in a non-equilibrium geometry.

Cartesian coordinates (Å):
C  -0.110  -1.661  0.762
C  0.707  1.203  0.759
C  -0.308  -0.363  -0.033
N  0.004  -0.257  -1.444
O  0.511  2.241  -0.101
Br  -2.210  0.181  0.111
H  -0.728  -2.422  0.411
H  0.922  -1.868  0.575
H  -0.427  -1.375  1.708
H  -0.034  1.146  1.575
H  1.667  0.828  0.913
H  -0.086  0.742  -1.654
H  0.989  -0.432  -1.587
H  -0.653  -0.740  -2.158
H  -0.245  2.777  0.164

Results
* relative energy (zero: lowest compared OMol25 entry of this formula, charge and spin): 113.8 kJ/mol
* net charge: +1
* maximum force: 5.85 eV/A
* HOMO energy: -13.99 eV
* orbital gap: 10.399 eV

---

DFT (wB97M-V/def2-TZVPD) results for C2HCl2F3S in the gas phase in a non-equilibrium geometry.

Cartesian coordinates (Å):
C  -0.480  -0.568  -0.886
C  -0.017  0.239  0.525
F  -0.319  -1.875  -0.732
F  -1.757  -0.330  -1.136
F  0.235  -0.163  -1.920
S  1.785  0.087  0.623
Cl  -0.540  1.917  0.312
Cl  -0.880  -0.509  1.882
H  1.973  1.201  1.332

Results
* relative energy (zero: lowest compared OMol25 entry of this formula, charge and spin): 0.0 kJ/mol
* net charge: 0
* maximum force: 2.26 eV/A
* HOMO energy: -10.18 eV
* orbital gap: 10.639 eV

---

DFT (wB97M-V/def2-TZVPD) results for C6H6O in the gas phase in a non-equilibrium geometry.

Cartesian coordinates (Å):
C  1.334  0.696  -0.559
C  -0.073  0.316  -0.660
C  1.712  1.898  -0.934
C  -1.099  1.108  -0.946
C  -0.725  -0.902  -0.129
C  -0.497  -1.375  1.268
O  1.967  2.977  -1.193
H  2.184  0.149  -0.032
H  -2.076  0.967  -1.089
H  -1.598  -1.406  -0.553
H  -0.502  -2.409  1.325
H  -1.238  -0.949  1.872
H  0.611  -1.072  1.630

Results
* relative energy (zero: lowest compared OMol25 entry of this formula, charge and spin): 552.0 kJ/mol
* net charge: 0
* maximum force: 4.70 eV/A
* HOMO energy (spin up / spin down): -8.27 / -7.65 eV
* orbital gap (spin up / spin down): 8.483 / 7.712 eV

---

DFT (wB97M-V/def2-TZVPD) results for 2 unconnected molecules or ions with the total composition H4NS.

Cartesian coordinates (Å):
S  -1.330  1.154  -0.334
H  -2.421  1.775  0.146
N  0.908  -0.972  0.073
H  1.080  -0.765  -0.898
H  0.074  -0.432  0.341
H  1.689  -0.761  0.673

Results
* relative energy (zero: lowest compared OMol25 entry of this formula, charge and spin): 14.1 kJ/mol
* net charge: -1
* maximum force: 0.99 eV/A
* HOMO energy: -2.60 eV
* orbital gap: 7.535 eV

---

DFT (wB97M-V/def2-TZVPD) results for a molecular structure, C11H17N3O4Y in a non-equilibrium geometry.

Cartesian coordinates (Å):
Y  0.140  0.557  -1.754
C  0.065  1.874  0.231
O  -0.293  2.675  0.997
C  -0.159  2.980  -2.300
O  -0.103  4.115  -2.130
C  -2.046  1.565  -1.221
O  -2.848  2.238  -0.729
C  2.180  2.072  -1.417
O  2.825  3.015  -1.172
C  -0.078  0.019  -4.845
H  0.864  -0.553  -4.743
H  -1.020  -0.545  -4.720
C  -0.081  1.314  -5.217
H  -1.019  1.872  -5.390
H  0.852  1.877  -5.405
C  -2.401  -1.616  1.162
N  -1.088  -1.533  1.855
C  -1.044  -1.955  3.260
C  0.022  -1.149  1.161
N  -0.046  -1.114  -0.193
N  1.183  -0.799  1.783
C  1.322  -0.402  3.180
C  2.442  -0.687  1.037
H  -3.192  -1.848  1.890
H  -2.423  -2.405  0.380
H  -2.689  -0.657  0.679
H  -0.140  -2.544  3.463
H  -1.120  -1.111  3.947
H  -1.900  -2.593  3.478
H  -0.779  -1.773  -0.436
H  2.302  0.104  3.263
H  0.536  0.296  3.531
H  1.378  -1.287  3.835
H  2.382  -1.214  0.074
H  2.720  0.364  0.849
H  3.254  -1.154  1.620

Results
* relative energy (zero: lowest compared OMol25 entry of this formula, charge and spin): 0.0 kJ/mol
* net charge: +3
* maximum force: 7.50 eV/A
* HOMO energy: -18.80 eV
* orbital gap: 5.566 eV

---

DFT (wB97M-V/def2-TZVPD) results for C4H7ClN2 in the gas phase in a non-equilibrium geometry.

Cartesian coordinates (Å):
C  1.133  -1.251  0.081
C  1.920  -0.168  0.663
C  -0.833  -0.052  0.309
C  -1.817  0.476  -0.756
N  -0.102  -1.285  -0.074
N  0.039  0.969  0.726
Cl  3.094  0.436  -0.449
H  1.518  -2.241  -0.213
H  2.297  -0.263  1.616
H  -1.305  -0.228  1.298
H  -1.421  0.683  -1.670
H  -2.044  1.424  -0.506
H  -2.824  -0.101  -0.963
H  0.345  1.600  -0.063

Results
* relative energy (zero: lowest compared OMol25 entry of this formula, charge and spin): 439.7 kJ/mol
* net charge: 0
* maximum force: 5.02 eV/A
* HOMO energy (spin up / spin down): -9.20 / -9.20 eV
* orbital gap (spin up / spin down): 9.026 / 9.023 eV